(1)
A 3-piece molecular cluster, C13H18N2O5 overall at a distorted geometry. Source: the OMol25 dataset; level of theory: ωB97M-V/def2-TZVPD.

Each line ends with the natural charge from an NBO analysis.
Positions of all 38 atoms, in Å:
1 C -3.422 1.128 0.449  -0.169
2 H 1.356 -0.538 0.266  0.288
3 H 3.969 0.139 2.795  0.494
4 O 3.469 0.739 2.157  -0.674
5 C 4.538 -0.692 -1.477  -0.629
6 H 3.153 2.095 -0.386  0.442
7 H -4.515 -2.492 0.723  0.220
8 C -1.073 1.080 0.995  -0.433
9 N -0.349 -0.034 -1.262  -0.756
10 H -1.264 1.757 -0.958  0.229
11 O 1.083 3.158 -0.827  -0.578
12 H -2.407 -1.697 1.763  0.229
13 C -4.087 -1.484 0.490  -0.282
14 C 3.071 -0.977 -1.023  0.033
15 H 5.152 -1.150 -0.659  0.214
16 H -0.398 0.619 1.799  0.211
17 C 3.303 -0.296 1.185  0.788
18 N 2.339 1.431 -0.163  -0.695
19 O -6.427 -0.820 -0.647  -0.662
20 H 4.829 -1.056 -2.504  0.249
21 C -2.460 0.284 0.941  -0.081
22 H -6.400 -1.767 -0.758  0.473
23 O 3.727 -1.406 1.403  -0.618
24 C 2.398 0.011 0.009  -0.197
25 H -3.178 2.209 0.308  0.209
26 C 0.978 2.009 -0.428  0.706
27 C -2.874 -0.954 1.156  -0.193
28 H -1.297 2.138 1.477  0.241
29 C -4.714 0.744 -0.142  -0.254
30 H -5.256 1.808 -0.439  0.247
31 C -5.111 -0.577 -0.062  0.270
32 C -0.472 1.126 -0.426  -0.184
33 H 2.547 -0.594 -1.777  0.181
34 H 1.129 -0.774 -0.761  0.349
35 H -1.766 -0.840 -0.744  0.307
36 H 3.488 -2.534 -0.261  0.500
37 H 4.429 0.498 -1.347  0.216
38 O 2.514 -2.292 -0.863  -0.694

Summary:
Energy relative to the best compared isomer or geometry (same formula, charge and spin) in eV: 14.568
LUMO level in Ha: 0.000
Total energy in Eh: -991.41060


(2)
A 12-piece molecular cluster, C34H94N12O12P2 overall at a distorted geometry. Source: the OMol25 dataset; level of theory: ωB97M-V/def2-TZVPD.

Each line ends with the Löwdin charge.
Positions of all 154 atoms, in Å:
1 C -3.376 -11.884 23.338  -0.007
2 C 1.405 -4.436 22.221  -0.540
3 H 4.316 -5.385 22.254  0.076
4 H 4.465 -10.670 22.572  0.050
5 C 2.986 -8.741 23.432  -0.486
6 H 6.680 -6.599 19.054  0.084
7 H 1.414 -3.196 25.268  0.089
8 C 4.603 -15.609 19.141  -0.115
9 H 3.590 -10.814 25.279  0.023
10 H 7.951 -15.620 19.255  0.059
11 N 5.153 -3.998 23.534  0.023
12 H 7.835 -12.303 18.461  0.093
13 H 2.037 -3.526 20.392  0.086
14 H 2.297 -8.107 27.440  0.087
15 C 0.437 -9.707 15.137  -0.091
16 H 8.853 -15.187 21.109  0.070
17 H -3.485 -12.957 23.223  0.070
18 H 4.374 -10.295 28.338  0.074
19 H 5.428 -14.216 23.388  0.041
20 H 8.892 -15.191 22.947  0.087
21 C 5.877 -3.359 21.332  -0.006
22 H 4.064 -5.693 27.002  0.091
23 C 1.715 -9.874 17.115  -0.528
24 H 8.510 -6.601 28.810  0.081
25 H 7.477 -6.478 30.195  0.067
26 N 3.012 -9.165 22.145  0.063
27 H 7.849 -8.340 26.993  0.087
28 N 1.185 -10.515 16.048  0.001
29 H 5.589 -7.026 20.372  0.072
30 C 3.933 -10.240 21.730  -0.049
31 P 6.184 -14.275 20.916  0.504
32 H 6.403 -8.544 22.331  0.054
33 H 2.525 -6.622 28.375  0.081
34 P 5.216 -7.624 29.323  0.519
35 C 5.066 -9.092 31.479  -0.128
36 C -0.083 -7.707 20.119  -0.116
37 H 1.142 -11.526 16.036  0.143
38 C 7.797 -12.233 21.302  -0.078
39 H -1.675 -6.910 28.790  0.074
40 H 6.069 -9.497 31.696  0.083
41 C 2.845 -7.669 28.290  -0.137
42 H 5.091 -13.233 25.267  0.057
43 C 4.553 -6.677 26.909  -0.101
44 H 6.229 -2.461 20.831  0.088
45 C -2.480 -7.819 25.093  -0.068
46 H -0.442 -9.277 15.644  0.094
47 H 6.105 -15.766 23.983  0.085
48 C -1.002 -6.583 26.793  -0.499
49 H 2.316 -8.868 21.437  0.094
50 H 8.058 -8.572 23.066  0.102
51 H 5.749 -10.881 29.346  0.075
52 H -0.326 -10.146 21.348  0.059
53 H 0.839 -10.987 22.411  0.083
54 H 2.996 -2.996 21.836  0.062
55 H 4.692 -9.868 21.010  0.074
56 H 4.936 -3.744 24.493  0.147
57 H -4.315 -11.328 23.246  0.080
58 H 4.570 -5.962 23.892  0.073
59 H 6.969 -16.979 18.713  0.090
60 C 8.341 -15.505 22.035  -0.100
61 N 1.244 -4.250 23.551  0.022
62 C 5.003 -5.353 23.094  -0.077
63 C -0.008 -11.117 21.723  -0.049
64 O 6.849 -8.561 19.698  -0.137
65 H 6.852 -9.928 23.262  0.067
66 H 0.065 -10.352 14.318  0.092
67 N 6.731 -7.700 28.634  -0.313
68 H -0.456 -7.756 21.134  0.065
69 O 4.856 -13.732 21.316  -0.299
70 C 1.472 -3.002 24.203  -0.088
71 O 1.222 -5.530 21.752  0.031
72 C 2.428 -10.699 18.161  0.008
73 O -2.563 -10.012 22.115  0.034
74 H 3.387 -11.055 21.259  0.072
75 C 6.912 -12.510 19.037  -0.105
76 H -1.666 -7.969 24.389  0.070
77 H 6.304 -13.151 18.386  0.070
78 C 5.558 -2.982 22.753  -0.619
79 C 6.599 -7.187 19.980  -0.176
80 O -0.354 -5.937 25.974  0.025
81 O 3.828 -9.169 24.252  -0.053
82 C -2.312 -11.121 22.538  -0.576
83 H 4.054 -11.048 29.910  0.078
84 H 3.858 -14.917 19.584  0.076
85 H 2.577 -8.191 29.214  0.085
86 O 3.659 -11.735 25.565  -0.131
87 H -0.546 -5.544 28.633  0.091
88 H -0.066 -6.656 19.805  0.078
89 H 5.106 -3.884 20.784  0.070
90 H 8.311 -16.611 22.083  0.084
91 H 5.583 -8.568 24.396  0.022
92 C 6.985 -15.879 18.810  -0.122
93 N 7.002 -14.919 22.184  -0.312
94 H 0.072 -7.172 28.575  0.064
95 H 3.155 -10.096 18.707  0.074
96 N -1.130 -11.748 22.410  0.015
97 H 5.759 -11.637 25.497  0.091
98 C 2.003 -3.254 21.446  0.015
99 H 6.363 -8.618 18.869  0.069
100 H -3.116 -7.005 24.702  0.092
101 H 2.943 -11.595 17.783  0.084
102 H 5.978 -5.811 22.856  0.086
103 H -0.718 -8.312 19.468  0.081
104 H 7.548 -9.614 28.179  0.082
105 O 1.247 -8.289 20.099  -0.178
106 C 4.754 -10.403 29.372  -0.101
107 H 1.060 -8.903 14.721  0.094
108 H 6.341 -11.611 19.274  0.068
109 H 1.266 -7.500 23.052  0.053
110 H 0.673 -2.329 23.942  0.079
111 H 1.374 -8.478 24.583  0.094
112 H 6.982 -14.275 24.251  0.082
113 H 8.426 -7.942 29.920  0.079
114 H 0.828 -5.020 24.059  0.107
115 O 1.552 -8.673 17.285  0.032
116 O 5.158 -6.530 30.313  -0.293
117 H 1.362 -2.374 21.608  0.086
118 H 6.202 -9.059 27.102  0.075
119 H 4.885 -12.125 23.935  0.053
120 H -3.031 -11.686 24.375  0.085
121 H 4.527 -15.455 18.058  0.077
122 H 6.941 -15.447 17.813  0.075
123 H 2.430 -2.535 23.945  0.080
124 C 7.084 -8.730 27.689  -0.127
125 C 6.986 -8.838 23.219  -0.190
126 N 4.245 -7.618 27.975  -0.303
127 H 4.241 -7.168 25.977  0.058
128 H 1.702 -11.052 18.888  0.073
129 H 4.402 -16.659 19.362  0.081
130 H 7.149 -11.363 21.327  0.060
131 H -0.963 -12.676 22.772  0.140
132 H 5.636 -6.539 26.885  0.080
133 H -3.047 -8.757 25.148  0.080
134 O 6.471 -8.205 24.319  -0.130
135 H 8.825 -11.914 21.135  0.086
136 H 7.340 -6.792 20.688  0.079
137 H 6.726 -4.049 21.420  0.083
138 C 6.347 -14.800 23.517  -0.102
139 O 5.597 -1.842 23.097  0.058
140 N 4.776 -9.094 30.051  -0.305
141 H 0.330 -11.723 20.892  0.073
142 H 7.777 -12.703 22.275  0.063
143 N -1.976 -7.532 26.433  -0.008
144 H -2.475 -7.921 27.217  0.111
145 C 7.819 -7.171 29.440  -0.114
146 H 4.985 -8.072 31.862  0.067
147 H 2.354 -7.001 24.432  0.075
148 C -0.773 -6.555 28.288  0.000
149 N 7.311 -13.208 20.265  -0.280
150 N 5.938 -15.286 19.615  -0.322
151 C 4.912 -12.186 25.025  -0.154
152 H 4.331 -9.706 32.001  0.075
153 C 1.879 -7.818 23.876  0.025
154 H 1.547 -8.236 19.178  0.038

Summary:
SMILES: CN(C)P(=O)(N(C)C)N(C)C.CN(C)P(=O)(N(C)C)N(C)C.CNC(C)=O.CNC(C)=O.CNC(C)=O.CNC(C)=O.CNC(C)=O.CNC(C)=O.CO.CO.CO.CO
LUMO level in Ha: 0.009
Total energy in Eh: -3594.67772


(3)
One molecule with the formula C6H10O. Source: the OMol25 dataset; level of theory: ωB97M-V/def2-TZVPD.

Each line ends with the natural charge from an NBO analysis.
Positions of all 17 atoms, in Å:
1 C 0.381 2.189 -1.266  -0.428
2 C 1.055 1.017 -0.642  0.070
3 H 0.876 2.730 -2.066  0.213
4 H -1.070 0.507 -1.068  0.250
5 O 0.913 0.921 0.746  -0.516
6 H -0.393 -2.741 1.564  0.185
7 H -2.141 -2.279 1.693  0.245
8 C -0.135 0.799 -1.537  -0.467
9 H 2.034 0.707 -1.012  0.180
10 H -0.190 2.796 -0.570  0.231
11 H 1.202 -1.136 0.877  0.177
12 C 0.486 -0.344 1.176  -0.259
13 H -1.396 -2.417 0.127  0.276
14 C -1.198 -2.099 1.167  -0.788
15 C -0.937 -0.655 0.991  0.161
16 H 0.049 0.372 -2.519  0.214
17 H 0.512 -0.321 2.286  0.254

Summary:
Energy relative to the best compared isomer or geometry (same formula, charge and spin) in eV: 4.534
LUMO level in Ha: 0.010
Total energy in Eh: -309.67574